56
Properties=species:S:1:pos:R:3:forces:R:3 method="wB97M-V/def2-TZVPD" spin_multiplicity=4 total_charge=+1 homo_ev="-11.395 / -11.538" relative_energy_kj_mol=35.6 lumo_energy_ev="-4.24 / -3.82" fmax_ha_per_bohr=0.0201
Cr 0.746664 1.356026 0.172127 0.5862 0.4370 0.7322
N 2.853785 1.340988 0.146395 -0.0737 0.3410 0.3261
C 3.534069 2.465238 0.868225 -0.1816 -0.1192 -0.1899
C 3.158736 3.818166 0.280076 -0.0935 -0.1163 -0.1168
C 1.761285 4.290302 0.654453 -0.0906 -0.1914 -0.1336
N 0.704198 3.545959 -0.107334 0.3129 -0.1014 0.1635
H 3.030591 0.464272 0.629871 0.0332 -0.0798 0.0755
H 3.278855 1.218430 -0.765614 0.0006 0.0244 -0.2044
H 4.610826 2.321423 0.830675 0.0928 -0.0466 -0.0544
H 3.225362 2.406205 1.908862 -0.0315 -0.0115 0.0787
H 3.258432 3.787609 -0.813229 0.0504 0.0510 0.0497
H 3.879634 4.558942 0.624682 -0.0083 0.0066 0.0584
H 1.663254 5.358451 0.477781 -0.0429 0.0878 -0.0813
H 1.578715 4.109870 1.711180 -0.0271 -0.0199 0.0739
H 0.725377 3.847846 -1.076990 0.0571 0.0139 -0.1097
H -0.205846 3.839410 0.234215 -0.0720 0.0254 0.0516
O -3.383864 1.499889 4.181132 0.5042 -0.0781 0.0081
C -3.934594 1.447889 2.981258 -0.0154 0.0743 -0.2287
O -5.121589 1.432882 2.822143 0.0350 -0.0119 -0.0066
C -3.008800 1.420446 1.785136 0.0184 0.0166 0.2779
C -3.426739 1.332136 0.463475 -0.2690 -0.1587 -0.0780
Cl -5.017999 1.240817 -0.073965 -0.1138 0.0094 0.0021
N -2.339196 1.308102 -0.354279 0.1024 -0.0220 -0.3909
N -1.241372 1.394614 0.412703 -0.1927 0.0879 -0.0750
C -1.616038 1.461375 1.681330 0.3936 -0.0624 0.0946
C -0.459919 1.590678 2.647768 0.0703 0.1795 -0.0457
O -0.625984 1.732981 3.834164 -0.3097 -0.1585 0.1619
O 0.715437 1.604779 2.062913 -0.3069 -0.0191 -0.4956
C -2.169722 1.230390 -1.794897 -0.0618 0.0018 0.1783
C -0.884980 1.230718 -2.335466 -0.3760 0.0076 -0.0864
C -0.666882 1.159721 -3.696962 0.0088 0.0048 -0.0608
C -1.744137 1.090336 -4.563700 -0.0337 -0.0099 -0.1201
C -3.023756 1.084126 -4.039450 -0.0408 -0.0068 -0.0330
C -3.243714 1.150871 -2.669393 -0.0770 0.0124 -0.0047
H -2.396417 1.502316 4.164843 -0.1946 0.1295 0.0067
H -0.003670 1.241993 -1.732526 0.4571 -0.0469 0.2121
H 0.347074 1.144305 -4.077273 -0.0477 0.0053 0.0407
H -1.582474 1.032611 -5.633009 -0.0309 0.0039 0.0722
H -3.880137 1.021708 -4.699398 0.0399 0.0059 0.0474
H -4.253228 1.135777 -2.306208 -0.0078 0.0084 -0.0452
F 2.290458 -7.945998 0.431998 -0.0174 -0.0936 -0.0118
C 1.019138 -7.511346 0.445992 -0.0221 0.1622 -0.0184
F 0.466790 -7.937983 1.593575 0.0039 -0.0848 -0.0198
F 0.370659 -8.101469 -0.566827 0.0439 -0.0773 0.0553
C 0.966272 -6.010938 0.350741 -0.0098 -0.0261 -0.0176
C 1.587808 -5.266416 1.342635 0.0750 0.0538 0.1313
C 1.556766 -3.886236 1.287199 0.0545 0.0242 0.1120
C 0.900367 -3.242215 0.236805 -0.0364 0.2697 -0.0191
C 0.281809 -4.000537 -0.754801 -0.0516 -0.0170 -0.0697
C 0.315273 -5.385884 -0.697380 -0.0605 0.0929 -0.1087
C 0.854836 -1.800590 0.183547 0.0604 -0.4773 -0.0698
C 0.816700 -0.588231 0.123520 -0.0895 -0.1208 -0.0884
H 2.092348 -5.769050 2.160439 -0.0350 0.0458 -0.0626
H 2.033219 -3.297373 2.061240 -0.0222 -0.0348 -0.0348
H -0.227215 -3.499610 -1.568844 0.0173 -0.0350 0.0322
H -0.166478 -5.976727 -1.465550 0.0255 0.0441 0.0390